Here is a cluster of 2 separate species, C3H3ClIN in total at a distorted geometry from the Open Molecules 2025 dataset. Energies are from ωB97M-V/def2-TZVPD.

The value obtained for the HOMO-LUMO gap is 9.71 eV. The charge is 0. The energy above the lowest of the compared OMol25 structures with the same formula, charge and spin comes out at 101.1 kJ/mol. The calculation puts the largest force on an atom at 0.0573 hartree/bohr. The calculation puts the LUMO energy at -0.2297 eV. The energy comes out at -25271.064 eV.

Last column: Löwdin charge in e.
Cartesian coordinates (Å):
C (1.4219, -0.2847, -0.8178)  0.026
C (0.6744, 0.4876, -0.0492)  -0.761
Cl (0.7585, 2.2243, -0.1508)  0.676
C (-0.0822, -0.0251, 1.0179)  -0.344
N (-0.5181, -0.5428, 1.9197)  0.197
H (2.2780, 0.0697, -1.3730)  0.077
H (1.3574, -1.3571, -0.4823)  0.109
I (-3.4904, -0.7081, -0.3681)  0.473
H (-2.3995, 0.1362, 0.3037)  -0.452

Forces on the atoms, in the same order (eV/Å):
C 0.34 -1.81 1.70
C 0.74 1.39 -0.99
Cl -0.17 -0.08 0.03
C 0.92 0.61 -1.45
N -1.40 -1.13 2.33
H -0.43 0.04 -0.50
H 0.23 1.00 -1.04
I -1.27 -0.92 -0.83
H 1.04 0.91 0.74